DFT (ωB97M-V/def2-TZVPD) results for one molecule with the formula C3H4BrN.

Each line ends with the natural charge from an NBO analysis.
Element x y z (Å)
H -0.772 0.071 -0.865  0.169
N 0.764 1.110 -1.818  -0.572
C 0.875 0.174 0.279  -0.109
H -0.620 -0.877 1.542  0.215
Br 2.754 0.734 0.355  0.018
C 0.186 0.461 -0.923  0.047
H 1.153 -0.728 2.210  0.233
H 0.343 1.207 -2.778  0.360
C 0.465 -0.453 1.359  -0.360

Output
Energy above the lowest of the compared OMol25 structures with the same formula, charge and spin ... 116.5 kJ/mol
SMILES ... [H]/N=C/C(=C)Br
Maximum force ... 3.5 eV Å⁻¹